134
Properties=species:S:1:pos:R:3:mulliken_charge:R:1 method="wB97M-V/def2-TZVPD" e_homo_ev=-8.4 spin_multiplicity=1 total_charge=+1 energy_ha=-3421.5841 de_lowest_ev=0.000
C 3.0810 0.0487 7.3789 -1.577
C 2.2648 -0.5597 6.2749 0.650
C 1.0648 -1.1981 6.5664 -1.369
C 0.3121 -1.8458 5.5726 0.832
C -0.8808 -2.6527 5.9865 -1.438
C 0.7544 -1.7566 4.2493 -0.436
N 0.0007 -2.3839 3.2166 1.435
C -1.2707 -2.1014 2.7544 -0.202
C -2.3221 -1.2761 3.3749 -0.584
C -2.1177 0.1345 3.7818 1.731
C -3.0410 0.5708 4.8451 -1.970
C -0.8858 0.7954 3.4687 1.116
C -0.3246 0.6429 2.1823 0.329
C 0.7517 1.4261 1.7774 -0.914
C 1.3480 2.3145 2.6786 -1.005
C 0.8419 2.4432 3.9730 -0.975
C -0.2610 1.6984 4.3788 -0.788
O -3.4124 -1.8218 3.6496 -0.756
N -1.5986 -3.1235 1.9429 1.459
C -2.8643 -3.5005 1.4164 -0.128
C -3.6440 -2.5623 0.7221 0.281
C -3.1137 -1.2264 0.3315 -0.191
C -4.9540 -2.8965 0.3819 -0.923
C -5.4547 -4.1750 0.6356 0.379
C -6.8602 -4.5147 0.2404 -1.500
C -4.6327 -5.1113 1.2650 -1.169
C -3.3251 -4.8053 1.6530 0.995
C -2.4904 -5.8210 2.3541 -1.236
N -0.5125 -3.9384 1.7098 -1.421
C 0.4349 -3.5024 2.4986 0.405
C 1.7264 -4.1423 2.6448 0.216
C 2.2834 -4.6634 1.4566 -0.750
C 3.5354 -5.2676 1.4915 -0.708
C 4.2257 -5.3766 2.7061 -0.436
C 3.6624 -4.8921 3.8959 -0.832
C 2.4039 -4.2995 3.8754 0.422
C 1.9705 -1.1366 3.9281 1.953
C 2.5497 -1.0666 2.5461 -2.269
C 2.6902 -0.5042 4.9519 -0.962
H 4.0224 0.4448 6.9855 0.392
H 2.5335 0.8668 7.8663 0.335
H 3.3147 -0.6974 8.1509 0.351
H 0.7028 -1.2324 7.5972 0.443
H -0.8495 -3.6756 5.5813 0.222
H -0.8785 -2.7366 7.0834 0.576
H -1.8340 -2.1903 5.6933 0.177
H -2.9124 1.6151 5.1290 0.207
H -4.0830 0.4131 4.5309 0.264
H -2.8714 -0.0242 5.7569 0.443
H -0.8066 -0.0451 1.4805 0.181
H 1.1294 1.3234 0.7587 0.485
H 2.2125 2.9086 2.3633 0.383
H 1.3123 3.1292 4.6845 0.453
H -0.6496 1.7651 5.3973 0.445
H -3.7105 -0.8441 -0.5039 0.649
H -3.2109 -0.4989 1.1516 -0.437
H -2.0618 -1.2625 0.0165 0.227
H -5.5813 -2.1451 -0.1083 0.618
H -6.9787 -5.5963 0.1351 0.383
H -7.5800 -4.1678 0.9931 0.289
H -7.1165 -4.0348 -0.7110 0.362
H -5.0191 -6.1159 1.4710 0.349
H -3.0329 -6.7731 2.3636 0.464
H -1.5312 -5.9592 1.8448 0.227
H -2.2865 -5.5484 3.3997 0.209
H 1.7127 -4.5509 0.5329 0.423
H 3.9608 -5.6502 0.5620 0.407
H 5.2070 -5.8489 2.7288 0.408
H 4.1998 -4.9751 4.8419 0.435
H 1.9383 -3.9385 4.7980 0.391
H 3.1056 -0.1217 2.4543 0.613
H 3.2656 -1.8802 2.3468 0.368
H 1.7791 -1.0755 1.7691 0.244
H 3.5980 0.0475 4.6951 0.332
F -9.0787 -0.1871 -3.2901 -0.284
C -7.7727 0.1717 -3.2403 1.023
F -7.2121 -0.4499 -2.1478 -0.215
F -7.1382 -0.3612 -4.3388 -0.258
C -7.5465 1.6495 -3.1958 -1.141
N -6.1038 1.8814 -3.1327 0.346
C -5.5094 2.3712 -4.3160 -0.113
C -5.9830 3.5833 -4.8569 -0.251
C -5.6245 3.9492 -6.1512 -0.732
C -4.8569 3.0788 -6.9328 -0.391
C -4.3665 1.8863 -6.3895 -0.904
C -4.6494 1.5507 -5.0650 -0.056
C -5.4411 1.7649 -1.9356 1.966
C -4.0269 1.6880 -1.9048 -0.741
C -3.3576 1.6817 -0.6967 -1.310
C -4.0675 1.8481 0.5272 0.767
C -3.4001 2.0997 1.7693 0.080
C -3.7950 3.1837 2.5902 0.789
C -3.1025 3.4849 3.7975 -1.005
C -3.6686 4.2853 4.7599 -0.117
C -4.7452 5.1322 4.4130 1.144
N -5.2295 6.0399 5.3206 0.461
C -5.2750 5.7240 6.7487 -1.001
C -6.4707 4.8482 6.9843 0.976
F -6.6742 4.5113 8.2823 -0.278
F -7.6074 5.4828 6.5266 -0.255
F -6.3495 3.6899 6.2512 -0.238
C -5.5881 7.3497 4.9541 -0.044
C -6.7840 7.5686 4.2551 0.042
C -7.2728 8.8623 4.1281 -0.951
C -6.5579 9.9378 4.6676 -0.399
C -5.3147 9.7249 5.2864 -0.759
C -4.8454 8.4295 5.4643 -0.180
C -5.2655 5.0709 3.1006 -1.279
C -4.8424 4.0890 2.2346 -1.316
C -5.4900 1.7928 0.4845 -1.416
C -6.1602 1.7660 -0.7162 -0.447
H -7.9198 2.0676 -4.1303 0.480
H -8.0686 2.0707 -2.3393 0.338
H -6.6298 4.2115 -4.2424 0.437
H -5.9637 4.9071 -6.5476 0.400
H -4.6388 3.3361 -7.9732 0.385
H -3.7677 1.2029 -6.9912 0.371
H -4.2638 0.6371 -4.6049 0.425
H -3.4771 1.6467 -2.8425 0.492
H -2.2717 1.5878 -0.6682 0.531
H -2.4351 1.6405 1.9408 -0.138
H -2.1159 3.0503 3.9596 0.894
H -3.2513 4.3359 5.7664 0.260
H -4.3771 5.1955 7.0712 0.267
H -5.4286 6.6587 7.2888 0.521
H -7.3295 6.7031 3.8696 0.357
H -8.2260 9.0104 3.6147 0.371
H -6.9662 10.9484 4.6038 0.387
H -4.7262 10.5680 5.6494 0.393
H -3.9108 8.2268 5.9902 0.454
H -6.0296 5.7771 2.7841 0.340
H -5.3170 4.0320 1.2574 0.501
H -6.0602 1.8237 1.4172 0.803
H -7.2505 1.8277 -0.7154 0.232

---

139
Properties=species:S:1:pos:R:3:mulliken_charge:R:1 method="wB97M-V/def2-TZVPD" e_homo_ev="-6.8 / -7.0" s_squared=8.7656 spin_multiplicity=6 energy_ha=-6520.9644 de_lowest_ev=0.107
Ru -0.7063 0.0262 -0.7679 2.585
Cl -6.2299 -4.3331 -1.0558 -0.246
C -5.2814 -2.8818 -1.1373 0.060
C -3.9131 -3.0011 -1.3138 -0.591
C -3.1124 -1.8651 -1.3394 -0.483
N -1.7106 -1.8711 -1.3272 1.616
C -1.0429 -3.0263 -1.5133 -0.639
O -1.4378 -4.0817 -1.9942 -0.707
C 0.3467 -2.9894 -0.9273 0.354
C 0.9741 -4.1764 -0.5776 -1.027
C 2.1597 -4.1115 0.1285 -1.151
C 2.6921 -2.8678 0.4388 -1.236
C 2.0251 -1.7348 0.0118 -0.956
N 0.8744 -1.7946 -0.6585 3.388
C -3.7121 -0.5925 -1.2364 -1.587
C -5.0871 -0.4891 -1.0639 -0.561
C -5.8647 -1.6348 -1.0029 0.070
Cl -7.5727 -1.4619 -0.7455 -0.246
N -2.8114 0.4790 -1.3231 0.725
C -3.2449 1.7124 -1.6104 -0.222
O -4.3932 2.1506 -1.6644 -0.831
C -2.1231 2.6557 -1.9864 -0.096
C -2.4308 3.9119 -2.4969 -0.495
C -1.3991 4.7348 -2.9011 -0.831
C -0.0934 4.2728 -2.7937 -1.295
C 0.1226 3.0137 -2.2678 -1.124
N -0.8692 2.2202 -1.8563 1.682
H -3.4763 -3.9803 -1.4114 0.724
H 0.4970 -5.1071 -0.8463 0.667
H 2.6577 -5.0170 0.4478 0.500
H 3.6114 -2.7714 0.9978 0.567
H 2.4014 -0.7438 0.1956 -0.204
H -5.5515 0.4771 -0.9661 0.730
H -3.4728 4.1876 -2.5628 0.586
H -1.6048 5.7162 -3.3072 0.444
H 0.7474 4.8686 -3.1185 0.547
H 1.1212 2.6087 -2.1737 0.692
C 4.0550 3.2617 1.3035 -1.117
N 3.4707 2.2138 0.4844 0.503
C 4.3680 1.1713 0.0159 -0.633
C 2.1503 2.1692 0.2239 0.245
C 1.3459 3.3504 0.6923 -1.712
O 1.6527 1.2205 -0.4008 0.757
H 5.1307 3.1044 1.3372 0.426
H 3.6753 3.2321 2.3264 0.293
H 3.8699 4.2519 0.8870 0.313
H 4.7518 0.5915 0.8598 0.361
H 5.2072 1.6222 -0.5144 0.624
H 3.8438 0.5167 -0.6720 -0.344
H 1.4834 3.5271 1.7586 0.535
H 0.2923 3.1704 0.5064 -0.265
H 1.6549 4.2498 0.1548 0.588
C 1.4273 1.7657 -7.9496 -0.556
C 1.8900 0.4765 -7.7162 -0.723
C 1.7403 -0.0999 -6.4664 -0.486
C 1.1291 0.6039 -5.4298 0.259
C 0.6616 1.8875 -5.6759 -0.325
C 0.8078 2.4684 -6.9306 -0.584
Sb 1.0209 -0.2948 -3.4828 0.685
C 0.4367 -2.1941 -4.2442 0.698
C 1.1951 -3.3570 -4.2453 -0.247
C 0.6682 -4.5388 -4.7497 -0.639
C -0.6226 -4.5686 -5.2481 -0.672
C -1.3882 -3.4120 -5.2497 -0.596
C -0.8599 -2.2336 -4.7525 -0.689
C 3.1466 -0.4609 -3.2804 0.785
C 3.8104 -1.5287 -2.6861 0.059
C 5.1919 -1.5146 -2.5355 -1.050
C 5.9301 -0.4271 -2.9744 -0.704
C 5.2797 0.6489 -3.5620 -0.946
C 3.9012 0.6308 -3.7096 -0.576
H 1.5439 2.2151 -8.9265 0.371
H 2.3644 -0.0814 -8.5129 0.411
H 2.0969 -1.1099 -6.3012 0.347
H 0.1579 2.4463 -4.8948 0.290
H 0.4313 3.4669 -7.1088 0.434
H 2.2078 -3.3615 -3.8622 0.323
H 1.2677 -5.4397 -4.7406 0.448
H -1.0385 -5.4933 -5.6243 0.382
H -2.4024 -3.4309 -5.6241 0.443
H -1.4796 -1.3420 -4.7471 0.395
H 3.2596 -2.3817 -2.3118 0.183
H 5.6886 -2.3595 -2.0759 0.446
H 7.0064 -0.4190 -2.8640 0.412
H 5.8468 1.5003 -3.9142 0.444
H 3.4158 1.4747 -4.1870 0.381
C 1.4390 -4.1406 5.9670 -1.523
C 1.0750 -2.8874 5.2239 0.562
C 1.9989 -2.2147 4.4416 -0.716
C 1.6654 -1.0612 3.7392 0.488
C 2.8096 -0.3621 3.0402 -1.069
C 0.3501 -0.5595 3.7943 -0.046
As 0.0016 0.9053 2.5216 -0.138
N -0.9447 -0.1182 1.2991 1.023
C -1.9789 -0.9942 1.7216 1.034
C -3.2528 -0.5667 2.0781 -0.081
C -4.2497 -1.4852 2.3717 -0.569
C -3.9826 -2.8447 2.3543 -1.257
C -2.6953 -3.2786 2.0596 -0.669
C -1.7071 -2.3636 1.7473 -0.037
C -1.1358 2.2192 3.4783 0.091
C -2.1374 2.9811 2.8688 0.301
C -2.5096 2.8666 1.4152 -1.176
C -2.7921 3.9724 3.6010 -0.870
C -2.4553 4.2694 4.9070 0.564
C -3.1761 5.3317 5.6856 -1.566
C -1.3802 3.5827 5.4605 -0.904
C -0.7074 2.5867 4.7698 0.985
C 0.4861 1.9643 5.4502 -1.618
C -0.5764 -1.1997 4.6306 1.430
C -1.9755 -0.7121 4.8979 -1.824
C -0.1958 -2.3464 5.3206 -1.102
H 2.4538 -4.4582 5.7323 0.387
H 0.7614 -4.9555 5.7129 0.343
H 1.3749 -3.9885 7.0453 0.323
H 3.0141 -2.5922 4.3771 0.308
H 3.5984 -1.0763 2.8062 0.559
H 3.2425 0.3927 3.7049 0.406
H 2.5207 0.1514 2.1260 -0.386
H -3.4732 0.4871 2.1150 -0.431
H -5.2429 -1.1285 2.6123 0.333
H -4.7660 -3.5598 2.5658 0.333
H -2.4629 -4.3359 2.0553 0.474
H -0.6982 -2.6994 1.5292 0.151
H -1.7062 2.4129 0.8301 -0.981
H -2.7158 3.8584 1.0109 0.810
H -3.3985 2.2640 1.2360 0.565
H -3.5785 4.5374 3.1124 0.451
H -4.0353 5.7089 5.1338 0.377
H -2.5186 6.1745 5.9027 0.317
H -3.5324 4.9427 6.6400 0.354
H -1.0442 3.8393 6.4592 0.438
H 0.2610 0.9838 5.8703 0.255
H 0.8222 2.6102 6.2602 0.543
H 1.3271 1.8261 4.7645 0.045
H -2.1997 0.2369 4.4232 -0.152
H -2.1121 -0.5930 5.9749 0.679
H -2.7058 -1.4438 4.5500 0.367
H -0.9327 -2.8319 5.9519 0.433